No. 1
{"formula": "C46H44N6P2STeZr", "method": "wB97M-V/def2-TZVPD", "de_lowest_kcal_mol": 6.54, "e_homo_ev": -11.563, "orbital_gap_ev": 5.24, "e_tot_ev": -95330.558, "total_charge": 2, "e_lumo_ha": -0.2324, "symbols": ["Te", "Zr", "S", "P", "P", "N", "N", "N", "N", "N", "N", "C", "C", "C", "C", "C", "C", "C", "C", "C", "C", "C", "C", "C", "C", "C", "C", "C", "C", "C", "C", "C", "C", "C", "C", "C", "C", "C", "C", "C", "C", "C", "C", "C", "C", "C", "C", "C", "C", "C", "C", "C", "C", "C", "C", "C", "C", "H", "H", "H", "H", "H", "H", "H", "H", "H", "H", "H", "H", "H", "H", "H", "H", "H", "H", "H", "H", "H", "H", "H", "H", "H", "H", "H", "H", "H", "H", "H", "H", "H", "H", "H", "H", "H", "H", "H", "H", "H", "H", "H", "H"], "xyz": [[-1.82, 3.01, -1.18], [1.54, -0.85, 0.01], [2.68, -0.49, 2.24], [-0.97, 0.09, 0.39], [1.05, 1.85, -0.11], [2.01, -1.45, -2.16], [4.51, 0.46, 0.39], [-2.26, -4.59, -0.31], [3.66, -0.19, -0.46], [-4.16, 5.40, 2.40], [4.85, 0.98, 2.56], [0.07, -4.06, 0.44], [2.61, 3.49, -3.59], [2.37, -3.48, 0.26], [2.64, 5.37, 2.36], [1.50, 2.23, -1.86], [-4.25, -0.76, -1.88], [-0.52, -1.32, 4.23], [3.24, -1.14, -2.59], [2.03, 2.69, -4.57], [-5.26, -0.95, -0.94], [1.17, 1.67, -4.19], [3.55, 4.55, 1.69], [-0.58, -1.24, 2.85], [-1.39, -3.70, 0.55], [0.91, 1.45, -2.85], [1.21, -2.19, -2.94], [-3.49, 6.05, 1.45], [-2.96, -0.47, -1.46], [1.04, -3.06, 0.28], [2.35, 3.26, -2.25], [1.78, -5.77, 0.55], [1.29, 5.11, 2.29], [3.09, 3.47, 0.95], [-2.88, 4.03, 0.32], [-2.65, -0.39, -0.11], [-3.61, 3.35, 1.29], [-3.71, -4.45, 0.06], [4.10, 0.37, 1.65], [0.82, 4.03, 1.55], [2.76, -4.81, 0.39], [1.72, 3.21, 0.87], [-0.86, -0.22, 5.00], [-4.96, -0.88, 0.42], [-2.83, 5.42, 0.40], [3.73, -1.56, -3.81], [0.44, -5.39, 0.59], [-4.22, 4.08, 2.30], [-1.30, 1.04, 3.00], [-1.26, 0.96, 4.38], [4.09, -0.39, -1.65], [2.89, -2.33, -4.62], [-0.97, -0.06, 2.22], [-3.66, -0.61, 0.84], [-0.68, 1.77, 0.01], [-2.05, -4.31, -1.76], [1.62, -2.64, -4.18], [4.61, 4.75, 1.75], [-4.00, -3.41, -0.12], [-5.74, -1.02, 1.15], [-1.59, -2.68, 0.23], [0.22, -2.40, -2.55], [-0.82, -0.27, 6.08], [-3.82, -4.70, 1.11], [3.80, 2.84, 0.43], [-3.46, 7.13, 1.54], [-4.78, 3.56, 3.07], [3.24, -2.68, -5.58], [5.09, -0.06, -1.93], [-1.58, 1.97, 2.51], [-0.29, -2.11, 2.26], [-6.27, -1.13, -1.26], [-0.30, -6.17, 0.76], [-0.99, -4.46, -1.97], [-2.19, -0.28, -2.21], [3.26, 4.31, -3.88], [-0.24, 3.81, 1.51], [3.00, 6.21, 2.93], [-4.49, -0.80, -2.94], [5.71, 1.42, 2.28], [-4.29, -5.12, -0.56], [-3.44, -0.55, 1.89], [4.64, 0.91, 3.54], [-1.77, -3.81, 1.57], [-0.20, -2.24, 4.71], [4.73, -1.31, -4.12], [0.17, 0.70, -2.58], [3.81, -5.08, 0.38], [2.05, -6.81, 0.68], [-2.37, -3.29, -1.94], [-2.65, -5.01, -2.34], [-3.71, 2.27, 1.25], [-1.99, -5.56, -0.14], [0.94, -3.23, -4.78], [-2.28, 6.01, -0.32], [0.68, 1.06, -4.95], [-1.52, 1.82, 4.98], [2.22, 2.89, -5.61], [2.81, 3.90, -1.50], [3.19, -2.76, 0.16], [0.58, 5.74, 2.81]]}


No. 2
{"formula": "C46H45BF4N14S4Sr", "method": "wB97M-V/def2-TZVPD", "de_lowest_kcal_mol": 15.44, "e_homo_ev": [-6.644, -6.644], "orbital_gap_ev": [2.76, 2.76], "e_tot_ev": -125019.191, "total_charge": 0, "e_lumo_ha": [-0.1426, -0.1428], "symbols": ["Sr", "S", "S", "S", "S", "F", "F", "F", "F", "N", "N", "N", "N", "N", "N", "N", "N", "N", "N", "N", "N", "N", "N", "C", "C", "C", "C", "C", "C", "C", "C", "C", "C", "C", "C", "C", "C", "C", "C", "C", "C", "C", "C", "C", "C", "C", "C", "C", "C", "C", "C", "C", "C", "C", "C", "C", "C", "C", "C", "C", "C", "C", "C", "C", "C", "C", "C", "C", "C", "B", "H", "H", "H", "H", "H", "H", "H", "H", "H", "H", "H", "H", "H", "H", "H", "H", "H", "H", "H", "H", "H", "H", "H", "H", "H", "H", "H", "H", "H", "H", "H", "H", "H", "H", "H", "H", "H", "H", "H", "H", "H", "H", "H", "H", "H"], "xyz": [[0.03, 0.23, 0.13], [-0.16, 2.96, 1.65], [-0.92, -1.57, 2.72], [-0.83, -2.24, -0.99], [3.12, -0.18, 0.61], [-3.67, -0.64, -5.72], [-6.53, 2.96, -2.83], [-7.62, 1.88, -4.97], [-2.56, 0.45, -3.58], [-0.09, -3.10, -3.44], [-4.96, 4.10, -0.40], [-1.35, 2.81, 4.15], [-5.11, -1.64, -8.23], [0.33, 1.44, 3.86], [-0.88, -4.13, -3.19], [1.18, -2.98, 3.91], [-8.61, 0.53, -7.55], [1.49, -0.82, 3.72], [0.83, -1.14, -3.01], [0.96, -0.14, -2.29], [2.66, 1.29, 2.85], [-1.54, 1.76, -1.14], [4.36, 2.07, 1.73], [1.79, 0.88, -2.86], [2.42, -2.67, 4.46], [-0.36, -5.12, -5.36], [0.53, -4.88, 5.28], [4.19, 2.86, 2.86], [1.86, -5.20, 3.16], [-4.50, 3.35, -1.14], [2.61, -1.34, 4.33], [-1.42, -7.20, -5.97], [3.40, 1.10, 1.73], [-1.18, 2.08, 5.32], [-0.15, 1.23, 5.12], [-5.82, 2.09, -3.55], [-2.08, -7.22, -4.74], [-6.25, 0.03, -6.62], [-1.03, -5.15, -4.13], [-2.58, 2.03, -1.53], [-0.41, 2.40, 3.26], [5.45, 1.54, -0.50], [-0.02, -2.18, -2.52], [6.78, 2.18, 1.49], [-6.38, 1.54, -4.64], [-4.36, 0.26, -5.03], [0.61, -1.83, 3.45], [-4.47, 1.79, -3.10], [-5.69, 0.58, -5.49], [-2.44, 3.80, 3.91], [5.46, 2.39, 0.76], [-3.89, 2.37, -2.00], [0.74, -4.40, 3.84], [5.28, 3.86, 0.36], [-1.83, 5.16, 3.59], [-3.80, 0.81, -3.93], [3.33, 2.96, -3.83], [1.78, 2.12, -2.22], [-3.27, 3.93, 5.18], [-7.57, 0.33, -7.10], [2.54, 3.16, -2.71], [-0.56, -6.14, -6.26], [3.14, 2.38, 3.54], [3.35, 1.72, -4.46], [-1.89, -6.20, -3.83], [-0.54, -4.62, 3.05], [-3.34, 3.29, 2.79], [2.58, 0.68, -3.98], [-5.58, -0.90, -7.48], [1.33, 0.56, 3.08], [-0.25, -4.29, 5.76], [-2.68, 4.29, 6.03], [-2.79, 3.21, 1.86], [4.26, 4.03, 0.01], [6.28, 1.90, -1.12], [3.97, 1.57, -5.33], [-2.75, -8.03, -4.50], [6.90, 1.14, 1.77], [4.83, 3.69, 3.06], [4.52, 1.65, -1.07], [2.58, -0.29, -4.46], [1.54, -6.23, 3.05], [1.45, -4.80, 5.87], [5.97, 4.09, -0.46], [0.22, -5.92, 5.28], [-1.40, -4.14, 3.51], [-1.81, 2.21, 6.18], [0.26, 0.48, 5.77], [5.49, 4.55, 1.17], [-1.35, -4.17, -2.29], [2.51, 4.12, -2.21], [7.61, 2.45, 0.83], [2.79, -5.19, 3.72], [0.30, -4.30, -5.58], [6.86, 2.80, 2.39], [5.59, 0.49, -0.30], [-2.40, -6.22, -2.88], [-1.25, 5.13, 2.66], [-2.63, 5.89, 3.48], [-1.57, -7.99, -6.68], [-4.16, 3.99, 2.65], [2.67, 2.73, 4.44], [1.16, 2.29, -1.34], [-4.05, 4.66, 4.99], [-0.46, -4.26, 2.03], [-3.76, 2.99, 5.46], [3.45, -0.73, 4.59], [-0.05, -6.12, -7.21], [2.05, -4.79, 2.16], [-0.71, -5.70, 3.03], [3.05, -3.42, 4.89], [-3.75, 2.31, 3.05], [0.88, 0.35, 2.03], [-1.17, 5.48, 4.40], [3.94, 3.77, -4.22]]}